Computed, not measured: a structure of composition C33H18Cl2N6O8Tc in a non-equilibrium geometry, with ωB97M-V with the def2-TZVPD basis set.

Values from the calculation:
Charge: 0
Expectation value of S²: 1.139
Multiplicity: 2
LUMO energy (alpha / beta) (eV): -1.335 / -2.533

XYZ file:
```
68
Properties=species:S:1:pos:R:3:forces:R:3
Tc -0.459 -0.449 -0.018 0.388 -0.689 0.041
Cl 0.208 -6.118 3.915 0.033 -0.326 -0.071
C -0.239 -4.565 3.340 0.117 0.130 -0.439
C 0.015 -4.228 2.022 0.108 -0.368 0.388
C -0.269 -2.937 1.575 -0.247 0.269 0.442
N 0.023 -2.397 0.343 -0.748 0.496 0.089
C 1.198 -2.901 -0.208 0.742 -0.246 -0.337
O 1.497 -4.061 -0.342 -0.104 0.383 -0.086
C 2.149 -1.772 -0.432 0.608 0.102 0.205
C 3.509 -2.013 -0.574 -0.318 -0.019 0.030
C 4.366 -0.936 -0.682 -0.271 0.128 0.040
C 3.822 0.342 -0.683 0.001 -0.227 -0.082
C 2.456 0.490 -0.528 0.123 0.379 -0.068
N 1.633 -0.539 -0.356 0.339 -0.526 0.028
C -0.834 -1.998 2.482 -0.103 -0.223 -0.210
C -1.130 -2.370 3.792 0.002 -0.201 0.346
C -0.823 -3.644 4.222 -0.095 0.456 -0.166
Cl -1.147 -4.084 5.850 -0.060 0.038 0.135
N -1.103 -0.803 1.910 0.559 -0.393 -0.178
C -2.084 0.027 2.382 -0.088 0.329 0.296
O -2.295 0.371 3.523 -0.004 -0.076 -0.273
C -3.018 0.284 1.241 -0.872 0.081 -0.133
C -4.294 0.788 1.455 0.468 0.003 0.003
C -5.249 0.630 0.464 0.225 -0.161 -0.274
C -4.889 -0.046 -0.692 -0.051 0.102 0.237
C -3.577 -0.469 -0.850 -0.107 -0.089 -0.240
N -2.650 -0.293 0.081 -0.132 0.262 0.293
H 0.435 -4.960 1.349 0.005 0.027 0.082
H 3.844 -3.038 -0.582 0.035 -0.065 -0.028
H 5.431 -1.084 -0.758 0.124 -0.010 -0.060
H 4.449 1.210 -0.796 -0.006 0.131 0.019
H 2.010 1.474 -0.525 -0.056 0.036 0.062
H -1.561 -1.645 4.463 -0.010 -0.006 0.096
H -4.507 1.259 2.401 -0.028 -0.040 0.102
H -6.257 0.990 0.607 -0.054 0.028 -0.005
H -5.614 -0.246 -1.467 0.028 -0.011 -0.068
H -3.274 -0.994 -1.744 0.055 0.062 -0.048
O -0.635 1.612 0.044 0.024 0.087 0.008
C -0.200 2.664 0.537 0.202 0.767 0.346
C 0.791 2.849 1.540 0.062 -0.738 -0.047
C 1.194 4.151 1.868 0.325 0.403 0.265
C 2.190 4.375 2.790 -0.649 -0.814 -0.479
C 2.810 3.293 3.460 0.034 -0.129 -0.026
C 2.442 2.022 3.178 -0.002 0.033 0.103
C 1.418 1.714 2.208 0.046 0.382 0.176
O 1.115 0.532 1.981 -0.269 -0.337 -0.359
N 2.616 5.705 3.077 0.003 0.417 -0.037
O 3.524 5.851 3.875 0.142 0.134 0.141
O 2.053 6.618 2.502 -0.033 0.318 -0.040
H -0.636 3.601 0.151 -0.006 -0.148 -0.077
H 0.735 5.005 1.389 -0.043 0.035 -0.070
H 3.572 3.514 4.193 0.029 -0.029 0.001
H 2.890 1.177 3.679 0.057 -0.031 0.046
O 1.129 -2.027 -2.677 -0.251 -0.003 -0.430
C 0.335 -1.167 -3.007 0.453 -0.386 -0.075
N -0.431 -0.415 -2.148 -0.313 -0.338 1.248
C -1.273 0.409 -2.867 -0.435 0.541 0.048
O -2.059 1.192 -2.374 0.041 -0.065 -0.453
C -1.024 0.170 -4.315 0.432 -0.365 -0.422
C -1.602 0.694 -5.452 0.036 0.019 0.135
C -1.078 0.300 -6.680 -0.114 0.089 0.039
C -0.012 -0.586 -6.759 0.073 -0.085 0.039
C 0.543 -1.148 -5.611 -0.054 0.019 0.080
C 0.011 -0.761 -4.399 -0.382 0.415 -0.222
H -2.429 1.383 -5.381 -0.056 0.122 -0.023
H -1.505 0.695 -7.592 -0.007 0.031 -0.038
H 0.388 -0.842 -7.729 0.009 -0.060 -0.044
H 1.359 -1.853 -5.661 0.041 -0.058 -0.004
```
Forces are in eV/Å.

Computed, not measured: a cluster of 2 separate species, C3H7N2O2 in total in a non-equilibrium geometry, with ωB97M-V with the def2-TZVPD basis set.

Values from the calculation:
Relative energy (zero: lowest compared OMol25 entry of this formula, charge and spin) (kJ/mol): 289.3
Charge: +1
LUMO energy (eV): -3.544

XYZ file:
```
14
Properties=species:S:1:pos:R:3:forces:R:3
C 1.860 0.266 -0.318 -0.911 1.291 -2.455
C -2.440 0.205 -0.201 -1.235 0.168 0.084
C -3.644 0.106 0.196 -2.397 -1.082 0.309
N 2.938 0.846 0.164 0.228 -0.589 2.304
N 1.448 -0.866 0.095 -0.820 -1.808 2.480
O -1.314 0.310 -0.420 1.843 1.160 -0.781
O 0.299 -1.481 -0.301 0.068 0.006 -1.057
H 1.231 0.689 -1.190 1.558 -0.435 1.318
H -0.269 -0.768 -0.718 0.150 -0.842 0.517
H -4.596 0.218 -0.365 1.153 0.263 0.352
H -3.689 -0.538 1.084 -0.118 0.385 -0.071
H 3.265 1.719 -0.186 0.088 0.514 -0.203
H 3.236 0.571 1.141 -0.131 0.563 -1.832
H 1.677 -1.277 1.020 0.522 0.404 -0.966
```
Forces are in eV/Å.

Computed, not measured: the molecule C9H11N3O2 in a non-equilibrium geometry, with ωB97M-V with the def2-TZVPD basis set.

Values from the calculation:
Relative energy (zero: lowest compared OMol25 entry of this formula, charge and spin) (kJ/mol): 546.6
Charge: 0
LUMO energy (eV): 0.628

XYZ file:
```
25
Properties=species:S:1:pos:R:3:forces:R:3
C 2.810 1.021 2.496 0.627 1.414 0.754
C 2.383 -0.166 1.949 -2.437 0.327 -0.899
C 2.101 2.215 2.312 -2.260 -2.085 -2.792
C 1.172 -0.276 1.187 3.419 3.889 1.553
C 0.979 2.164 1.391 1.327 2.012 1.200
C 0.628 0.946 0.829 0.107 0.744 2.108
C -1.736 -2.213 -2.429 -0.867 0.661 1.906
C -2.681 -1.207 -1.753 1.550 -3.140 0.732
C -1.141 -0.078 -0.185 -2.557 -1.195 -2.404
N -1.248 -3.232 -1.910 0.359 -3.241 1.533
N -0.187 1.986 -1.017 -1.794 2.355 -2.242
N -0.374 0.980 -0.130 -1.585 -2.253 -0.963
O -1.937 -0.081 -1.429 1.816 2.187 2.276
O -1.709 -3.686 -0.579 0.624 2.217 -1.451
H 3.778 1.083 3.042 -0.872 -0.300 -0.395
H 3.002 -0.987 2.041 0.977 -1.743 0.305
H 2.417 3.147 2.659 0.501 1.175 0.743
H 0.903 -1.016 0.557 -0.620 -3.018 -1.158
H 0.439 3.136 1.046 1.070 -2.020 0.826
H -1.341 -2.157 -3.397 0.286 0.976 -1.553
H -3.336 -0.999 -2.554 -1.452 0.856 -0.182
H -3.105 -1.828 -0.883 -0.007 1.651 -1.134
H -1.751 -2.827 -0.107 -0.030 -0.654 0.350
H 0.756 2.006 -1.295 1.277 0.027 -0.541
H -0.824 2.070 -1.841 0.542 -0.842 1.430
```
Forces are in eV/Å.

Computed, not measured: a cluster of 2 separate species, C21H34N2O5P in total in a non-equilibrium geometry, with ωB97M-V with the def2-TZVPD basis set.

Values from the calculation:
Charge: 0
Expectation value of S²: 0.754
Multiplicity: 2
LUMO energy (alpha / beta) (eV): -0.762 / -0.765

XYZ file:
```
63
Properties=species:S:1:pos:R:3:forces:R:3
C -0.325 -4.838 0.690 0.313 1.618 -0.613
C -1.892 -4.387 0.918 -4.869 -4.894 -0.358
O -2.822 -5.364 0.805 5.823 6.334 0.649
O -2.367 -3.038 1.262 1.036 -2.128 -2.059
C -2.779 -2.285 0.036 0.696 1.034 -0.460
C -1.401 -1.973 -0.794 -0.321 -1.024 -0.472
C -1.524 -0.817 -1.947 0.690 -0.179 0.359
P -3.050 -1.092 -3.126 0.259 0.794 -1.060
C -4.580 -0.272 -2.316 -0.969 0.380 1.797
C -3.316 -2.945 -3.498 -0.738 -1.201 -0.009
C -0.203 -0.899 -2.909 0.107 0.379 -0.095
C 1.151 -0.173 -2.255 1.529 -2.014 -2.282
C 2.202 -0.054 -3.554 -0.172 0.191 0.392
C 1.923 -1.142 -1.178 0.729 -0.459 0.674
N 0.922 1.245 -1.803 1.116 -1.127 2.353
O 2.033 1.850 -1.351 -2.580 -1.199 -1.301
C -0.275 1.432 -0.915 -1.797 2.179 1.903
C -0.594 3.076 -0.936 0.599 -0.259 -1.339
C 0.001 1.096 0.692 -0.431 0.561 0.422
C -1.660 0.717 -1.403 -0.505 -0.504 -0.041
H 0.074 -5.623 1.470 -1.247 1.574 -1.606
H -0.244 -5.249 -0.428 -0.375 0.685 2.633
H 0.376 -3.875 0.719 -1.551 -2.106 0.105
H -3.230 -1.243 0.360 0.853 -2.378 -0.172
H -3.593 -2.881 -0.557 1.658 1.055 1.120
H -1.125 -2.983 -1.367 -0.486 2.097 1.129
H -0.550 -1.811 -0.007 -1.674 -0.043 -1.548
H -4.641 -0.484 -1.142 -0.136 0.437 -2.494
H -4.512 0.914 -2.426 -0.004 -2.730 0.041
H -5.599 -0.617 -2.798 2.199 0.572 0.841
H -3.266 -3.654 -2.568 -0.119 1.129 -1.804
H -4.387 -3.064 -4.011 2.288 0.351 1.214
H -2.543 -3.302 -4.318 -1.437 0.898 1.817
H 0.009 -2.043 -3.148 -0.122 2.435 0.607
H -0.369 -0.378 -3.967 0.019 -0.958 2.383
H 3.330 -0.202 -3.198 -2.585 0.286 -0.919
H 1.882 -0.847 -4.363 0.890 1.534 1.616
H 2.085 1.023 -3.995 0.267 -2.107 0.720
H 1.510 -1.108 -0.087 0.596 0.115 -2.055
H 3.081 -0.863 -1.103 -2.649 -0.381 -0.212
H 1.899 -2.291 -1.502 -0.153 2.594 0.396
H -1.694 3.323 -0.606 2.284 -0.607 -0.379
H -0.477 3.411 -2.074 -0.330 -0.599 2.415
H 0.230 3.651 -0.327 -1.830 -1.180 -1.085
H 1.130 1.144 0.993 -2.171 -0.217 -0.847
H -0.491 0.094 1.050 1.131 1.812 -0.791
H -0.537 1.960 1.316 1.127 -1.929 -1.377
H -2.442 0.688 -0.502 1.882 0.357 -1.775
H -2.169 1.356 -2.250 1.166 -1.163 1.522
C 3.896 4.805 5.365 -0.042 -0.117 -0.058
C 2.515 4.618 5.280 0.247 -0.295 -0.146
C 2.001 3.449 4.716 0.074 -0.041 -0.013
C 2.882 2.466 4.244 0.358 0.860 0.408
C 4.268 2.655 4.322 -0.060 0.007 0.016
C 4.771 3.829 4.884 -0.422 -0.064 -0.021
N 2.347 1.224 3.674 -0.505 -1.143 -0.492
O 1.115 1.103 3.606 1.814 0.140 0.142
O 3.158 0.365 3.298 -1.214 1.218 0.493
H 4.292 5.716 5.810 -0.084 -0.189 -0.103
H 1.840 5.384 5.655 0.107 -0.202 -0.105
H 0.922 3.318 4.657 0.312 -0.173 -0.073
H 4.964 1.902 3.955 -0.362 0.069 0.040
H 5.846 3.984 4.952 -0.229 -0.085 -0.044
```
Forces are in eV/Å.

For each record above, in turn, the calculated E_tot values are -87076.25281; -10289.81262; -18070.07200; -44822.49291 eV.